Formula: C21H18N2OS2
Source: the OMol25 dataset
Level of theory: the ωB97M-V functional and the def2-TZVPD basis

Element x y z (Å)
H  -8.2111  3.2645  -4.2550
H  -6.3389  -0.1004  -2.4491
H  -8.3114  0.8555  -3.9910
H  -2.3696  0.5481  0.0713
C  -6.4347  0.9602  -2.5574
C  -5.5165  1.8062  -1.8722
S  6.5429  -0.5405  -0.3532
H  -0.4805  2.3667  -1.4877
S  4.2727  1.2385  -0.5667
H  5.2710  -2.4335  1.1471
C  5.0662  -0.0536  0.2140
H  3.4554  -1.2048  4.3369
H  4.6944  -0.8739  6.4156
C  6.7586  -1.7170  3.2513
H  1.8031  0.5489  2.5630
H  -6.8359  4.7702  -2.8587
C  1.5119  1.6213  -0.0966
C  -3.2833  1.9316  -1.2944
C  -7.4843  2.7946  -3.6341
H  -3.2674  2.8287  -1.9368
O  2.1614  -0.3121  2.2130
C  7.3812  -1.5120  4.4238
C  -0.8337  1.6806  -0.7592
C  5.2166  -1.1089  5.4805
C  0.2736  1.0090  -0.1851
H  8.5285  -1.4710  4.5757
H  7.4297  -1.9941  2.4892
N  -4.4527  1.3122  -1.1560
H  -5.1914  3.9414  -1.5053
C  3.0155  0.0173  1.2566
C  -6.7001  3.6766  -2.8720
C  2.7361  0.9794  0.3018
C  5.3089  -1.6583  3.1952
C  4.4934  -1.2708  4.3274
H  7.2793  -1.0866  6.5180
C  4.6029  -1.8604  1.8629
H  1.6797  2.6203  -0.4915
H  3.7075  -2.4417  1.9625
N  4.3069  -0.5665  1.2334
H  0.2161  -0.0228  0.2950
C  -7.4292  1.4190  -3.5328
C  -5.7456  3.1802  -1.9919
C  -2.1695  1.3289  -0.5920
C  6.6263  -1.1872  5.5883

Calculated values
SMILES = Oc1c(/C=C/C=C/C=N/c2ccccc2)sc(=S)n1Cc1ccccc1
HOMO level = -7.528 eV
ΔE to the lowest compared entry with this formula, charge and spin = 3.526 eV
net charge = 0
electronic energy = -48763.74673 eV
orbital gap = 6.6 eV